[1]
{
  "formula": "C41H36AsF6ILaN4O2P",
  "method": "ωB97M-V/def2-TZVPD",
  "symbols": ["La", "C", "O", "C", "N", "C", "C", "C", "C", "C", "C", "C", "C", "C", "C", "C", "C", "N", "C", "N", "C", "C", "O", "C", "C", "C", "C", "C", "C", "H", "H", "H", "H", "H", "H", "H", "H", "H", "H", "H", "H", "H", "H", "H", "H", "H", "H", "H", "I", "C", "C", "C", "C", "N", "C", "H", "H", "H", "H", "C", "P", "C", "C", "C", "C", "C", "C", "C", "C", "C", "C", "C", "C", "H", "H", "H", "H", "H", "H", "H", "H", "H", "H", "H", "H", "H", "F", "As", "F", "F", "F", "F", "F"],
  "xyz": [[-1.686, -0.151, 0.788], [-3.640, 3.285, -2.481], [-2.971, 3.960, -1.365], [-2.586, 3.002, -0.540], [-2.912, 1.791, -0.776], [-3.742, 1.822, -2.018], [-3.312, 0.789, -3.040], [-3.581, 0.971, -4.390], [-3.234, -0.006, -5.315], [-2.620, -1.180, -4.902], [-2.354, -1.379, -3.557], [-2.703, -0.392, -2.646], [-1.763, 3.450, 0.619], [-1.662, 4.783, 0.971], [-0.892, 5.110, 2.078], [-0.207, 4.109, 2.748], [-0.339, 2.811, 2.291], [-1.134, 2.470, 1.275], [0.420, 1.681, 2.887], [0.525, 0.538, 2.340], [1.291, -0.310, 3.278], [1.665, 0.652, 4.426], [1.014, 1.911, 4.053], [2.448, -1.072, 2.659], [3.378, -1.618, 3.440], [4.225, -2.734, 2.970], [3.896, -3.426, 1.886], [2.744, -3.000, 1.033], [2.369, -1.530, 1.213], [-3.013, 3.415, -3.358], [-4.596, 3.776, -2.626], [-4.775, 1.618, -1.725], [-4.073, 1.872, -4.742], [-3.449, 0.150, -6.363], [-2.355, -1.938, -5.627], [-1.884, -2.292, -3.216], [-2.507, -0.555, -1.600], [-2.195, 5.532, 0.403], [-0.814, 6.139, 2.404], [0.424, 4.317, 3.601], [0.587, -1.068, 3.623], [2.732, 0.847, 4.492], [1.280, 0.367, 5.400], [3.442, -1.364, 4.495], [5.053, -3.051, 3.590], [4.427, -4.326, 1.603], [2.960, -3.204, -0.017], [1.359, -1.364, 0.814], [-5.131, -4.624, 3.246], [-5.207, -3.151, 1.952], [-6.060, -3.207, 0.830], [-6.008, -2.148, -0.040], [-5.109, -1.111, 0.215], [-4.273, -1.066, 1.269], [-4.329, -2.056, 2.143], [-6.724, -4.044, 0.662], [-6.636, -2.115, -0.919], [-5.057, -0.266, -0.462], [-3.647, -2.022, 2.983], [5.161, -0.651, 0.574], [3.430, -0.509, 0.140], [3.193, -1.041, -1.531], [2.005, -1.664, -1.918], [1.839, -2.051, -3.239], [2.846, -1.813, -4.166], [4.022, -1.178, -3.786], [4.200, -0.789, -2.469], [3.038, 1.223, 0.268], [2.261, 1.840, -0.706], [2.117, 3.223, -0.689], [2.759, 3.976, 0.283], [3.523, 3.357, 1.269], [3.660, 1.980, 1.268], [5.714, 0.129, 0.053], [5.541, -1.630, 0.291], [5.279, -0.514, 1.647], [1.204, -1.823, -1.201], [0.925, -2.541, -3.544], [2.714, -2.125, -5.194], [4.802, -0.991, -4.512], [5.122, -0.297, -2.187], [1.808, 1.255, -1.500], [1.548, 3.715, -1.467], [2.685, 5.056, 0.262], [4.043, 3.948, 2.013], [4.294, 1.507, 2.009], [-0.149, -0.973, -0.403], [-1.036, -3.460, 0.651], [-1.247, -4.619, -0.572], [1.616, -3.772, 1.360], [-2.214, -4.221, 1.721], [-1.431, -1.538, 2.394], [-2.327, -2.405, -0.076]],
  "forces_ev_per_angstrom": [[-0.6, 2.9, 0.1], [0.1, 0.2, 0.1], [-0.1, -0.3, -0.2], [0.2, 0.4, 0.3], [-0.2, -0.2, -0.1], [0.1, -0.1, 0.1], [-0.1, 0.1, 0.1], [0.0, 0.0, -0.2], [0.0, 0.1, 0.0], [0.0, 0.0, -0.1], [0.0, 0.1, 0.1], [0.0, 0.0, 0.0], [-0.1, -0.3, -0.2], [0.0, 0.1, 0.1], [0.0, 0.1, 0.0], [0.1, 0.1, 0.0], [0.1, -0.3, 0.0], [0.0, 0.1, -0.1], [0.1, 0.5, 0.1], [-0.2, -0.1, -0.1], [0.1, 0.1, -0.2], [0.0, 0.3, -0.1], [0.0, -0.3, -0.1], [-0.4, -0.1, -0.1], [0.4, -0.4, 0.0], [-0.1, 0.3, 0.4], [0.0, -0.1, -0.2], [0.3, 0.0, 0.0], [-0.2, 0.1, 0.4], [0.0, 0.0, 0.0], [0.0, 0.0, 0.0], [0.0, 0.0, 0.0], [0.0, 0.0, 0.0], [0.0, 0.0, 0.0], [0.0, 0.0, 0.0], [0.0, 0.0, 0.0], [0.0, -0.2, 0.0], [0.0, 0.0, 0.0], [0.0, 0.0, 0.0], [0.0, 0.0, 0.0], [0.0, -0.1, 0.1], [0.0, 0.0, 0.0], [0.0, 0.0, 0.0], [0.0, 0.0, -0.1], [0.0, 0.0, 0.0], [0.0, 0.0, 0.0], [-0.1, -0.1, 0.0], [0.3, 0.0, 0.1], [0.0, -0.9, 0.8], [0.0, 0.6, -0.5], [0.2, 0.2, 0.1], [0.0, 0.1, -0.1], [-0.1, 0.0, 0.1], [-0.2, 0.0, -0.1], [-0.2, -0.1, -0.2], [0.0, 0.0, 0.0], [0.0, 0.0, 0.0], [0.0, 0.0, 0.0], [0.0, -0.1, 0.0], [0.1, -0.1, 0.0], [0.1, 0.1, -0.1], [0.0, -0.1, -0.3], [0.1, -0.2, 0.0], [0.1, 0.1, 0.0], [0.0, 0.0, 0.0], [-0.1, 0.0, 0.0], [0.0, 0.0, 0.0], [0.0, 0.2, 0.2], [-0.1, 0.1, 0.0], [0.0, -0.1, 0.0], [0.0, 0.0, 0.1], [-0.1, 0.1, 0.0], [0.0, 0.0, -0.1], [0.0, 0.0, 0.0], [0.0, 0.0, 0.0], [0.1, 0.0, 0.0], [0.5, -0.1, -0.5], [0.0, 0.0, 0.0], [0.0, 0.0, 0.0], [0.0, 0.0, 0.0], [0.0, 0.0, 0.0], [0.0, 0.0, 0.1], [0.0, 0.0, 0.0], [0.0, 0.0, 0.0], [-0.1, 0.0, 0.0], [0.0, 0.0, 0.0], [0.5, -0.3, -0.6], [-0.6, -0.6, 0.6], [0.0, -0.2, -0.3], [0.0, -0.2, 0.1], [0.3, 0.2, -0.3], [-0.1, -1.1, 1.1], [-0.1, -0.5, 0.0]],
  "e_lumo_ev": [-7.90, -11.88],
  "multiplicity": 2,
  "orbital_gap_ev": [7.9, 3.9],
  "de_lowest_kcal_mol": 0.00,
  "total_charge": 3
}

=====

[2]
{
  "formula": "C41H36BCaN4PS7Te",
  "method": "ωB97M-V/def2-TZVPD",
  "symbols": ["Ca", "S", "C", "S", "C", "C", "S", "S", "S", "C", "N", "C", "C", "N", "B", "N", "C", "C", "N", "C", "C", "S", "C", "S", "H", "H", "H", "H", "H", "H", "H", "H", "H", "H", "H", "H", "C", "C", "C", "C", "C", "C", "P", "C", "C", "C", "C", "C", "C", "C", "C", "C", "C", "C", "C", "H", "H", "H", "H", "H", "H", "H", "H", "H", "H", "H", "H", "H", "H", "Te", "C", "C", "C", "C", "C", "C", "C", "C", "C", "C", "C", "C", "H", "H", "H", "H", "H", "H", "H", "H", "H", "H"],
  "xyz": [[0.186, -0.104, 1.030], [6.825, -4.107, 1.273], [5.406, -3.222, 1.249], [5.134, -1.852, 0.265], [3.500, -1.443, 0.767], [2.963, -2.269, 1.695], [1.379, -2.235, 2.411], [4.031, -3.572, 2.207], [2.791, -0.045, 0.000], [1.896, 3.751, 2.216], [0.465, 3.951, 2.326], [-0.251, 5.040, 1.854], [-1.548, 4.769, 2.081], [-1.638, 3.531, 2.691], [-2.962, 2.761, 2.903], [-3.366, 1.932, 1.593], [-4.589, 1.289, 1.590], [-4.827, 0.811, 0.355], [-3.734, 1.159, -0.413], [-3.586, 0.947, -1.842], [-2.826, 1.824, 0.360], [-1.311, 2.348, -0.264], [-0.391, 3.026, 2.836], [0.094, 1.560, 3.564], [2.366, 4.710, 1.998], [2.134, 3.038, 1.428], [2.279, 3.348, 3.149], [0.224, 5.874, 1.365], [-2.430, 5.341, 1.841], [-2.866, 1.976, 3.813], [-3.844, 3.591, 3.077], [-5.186, 1.231, 2.485], [-5.652, 0.243, -0.039], [-4.545, 0.622, -2.243], [-2.820, 0.204, -2.051], [-3.278, 1.878, -2.314], [-4.222, -4.900, -4.147], [-2.894, -5.238, -3.929], [-2.058, -4.388, -3.208], [-2.537, -3.185, -2.692], [-3.874, -2.851, -2.932], [-4.711, -3.697, -3.646], [-1.563, -2.012, -1.640], [0.101, -2.777, -1.677], [0.867, -2.593, -2.834], [2.173, -3.057, -2.900], [2.740, -3.689, -1.796], [1.986, -3.878, -0.648], [0.668, -3.432, -0.589], [-2.199, -2.347, 0.047], [-3.021, -3.439, 0.346], [-3.518, -3.594, 1.635], [-3.180, -2.664, 2.612], [-2.325, -1.611, 2.305], [-1.799, -1.386, 1.013], [-4.874, -5.570, -4.697], [-2.504, -6.176, -4.313], [-1.027, -4.669, -3.030], [-4.264, -1.923, -2.526], [-5.747, -3.423, -3.813], [0.433, -2.073, -3.686], [2.753, -2.911, -3.805], [3.776, -4.007, -1.822], [2.422, -4.364, 0.216], [0.098, -3.564, 0.321], [-3.271, -4.177, -0.410], [-4.157, -4.438, 1.873], [-3.575, -2.773, 3.619], [-2.064, -0.921, 3.110], [0.598, 1.113, -3.106], [1.698, 1.627, -4.862], [1.069, 1.692, -6.102], [1.777, 2.090, -7.233], [3.121, 2.426, -7.131], [3.754, 2.360, -5.894], [3.048, 1.960, -4.767], [0.550, 3.192, -2.682], [1.472, 3.732, -1.790], [1.470, 5.100, -1.529], [0.546, 5.929, -2.149], [-0.388, 5.387, -3.029], [-0.386, 4.024, -3.293], [0.018, 1.436, -6.184], [1.276, 2.140, -8.193], [3.673, 2.735, -8.010], [4.804, 2.616, -5.809], [3.547, 1.906, -3.806], [2.183, 3.081, -1.290], [2.191, 5.516, -0.833], [0.546, 6.994, -1.945], [-1.125, 6.027, -3.500], [-1.121, 3.598, -3.967]],
  "forces_ev_per_angstrom": [[0.6, 0.9, 0.4], [0.0, 0.0, 0.0], [-0.1, 0.0, 0.0], [0.0, 0.1, 0.0], [0.2, 0.2, 0.0], [0.0, 0.0, 0.3], [0.2, 0.0, 0.2], [0.0, 0.1, 0.2], [0.0, 0.0, -0.2], [-0.1, 0.1, 0.0], [0.1, 0.0, 0.0], [0.2, -0.1, 0.0], [-0.2, -0.2, 0.2], [0.0, -0.1, -0.1], [0.0, 0.0, 0.0], [0.1, 0.1, -0.1], [0.2, 0.2, 0.2], [0.1, 0.0, -0.2], [0.1, 0.1, -0.1], [0.0, 0.1, 0.1], [-0.4, -0.3, 0.1], [0.0, -0.2, 0.1], [-0.1, 0.3, 0.0], [0.0, -0.1, -0.4], [0.0, 0.0, 0.0], [0.0, -0.1, -0.1], [0.0, 0.0, 0.1], [0.0, -0.1, 0.1], [0.1, -0.1, 0.0], [-0.1, 0.1, 0.0], [0.0, -0.1, 0.0], [0.1, 0.0, -0.1], [0.1, 0.0, 0.0], [0.0, 0.0, 0.0], [0.0, 0.0, 0.0], [-0.1, 0.1, 0.0], [0.0, 0.0, 0.0], [0.1, 0.1, 0.0], [-0.1, 0.0, 0.0], [0.0, -0.1, 0.2], [0.0, 0.0, 0.0], [0.0, 0.0, 0.0], [0.0, -0.3, 0.0], [0.0, 0.0, -0.1], [0.1, 0.0, 0.0], [-0.1, 0.0, 0.0], [-0.1, 0.0, -0.1], [-0.1, -0.1, -0.1], [0.0, -0.1, -0.1], [-0.1, 0.1, 0.2], [0.0, 0.1, 0.1], [0.0, 0.1, -0.1], [0.0, 0.0, 0.0], [0.0, 0.1, -0.2], [-0.8, -0.9, -0.2], [0.0, 0.0, 0.0], [0.0, 0.1, 0.0], [0.0, 0.0, 0.0], [0.0, 0.0, 0.0], [0.0, 0.0, 0.0], [0.0, 0.0, 0.0], [0.0, 0.0, 0.0], [0.0, 0.0, 0.0], [-0.1, 0.0, -0.1], [0.0, 0.0, 0.0], [0.0, 0.0, 0.0], [0.0, 0.0, 0.0], [0.0, 0.0, -0.1], [0.0, -0.1, 0.0], [-0.2, 0.4, -0.1], [0.1, -0.2, 0.0], [0.0, 0.0, 0.0], [0.1, 0.0, 0.1], [-0.1, 0.0, 0.1], [-0.1, 0.0, -0.1], [0.0, 0.0, 0.0], [0.0, 0.1, 0.1], [-0.1, 0.0, 0.0], [0.0, 0.0, 0.0], [0.0, -0.1, 0.0], [0.1, -0.1, 0.0], [0.1, 0.1, 0.1], [0.1, 0.0, 0.0], [0.0, 0.0, 0.0], [0.0, 0.0, 0.0], [0.0, 0.0, 0.0], [0.0, 0.0, 0.0], [0.0, 0.0, 0.0], [0.0, 0.0, 0.0], [0.0, 0.0, 0.0], [0.0, 0.0, 0.0], [0.0, 0.0, 0.0]],
  "e_lumo_ev": 3.55,
  "multiplicity": 1,
  "orbital_gap_ev": 5.0,
  "de_lowest_kcal_mol": 13.76,
  "total_charge": -2
}